*a*
Here is a structure of composition C3H3N3S from the OMol25 dataset. Energies are from ωB97M-V with the def2-TZVPD basis set.

lowest unoccupied orbital energy	-1.5	eV
net charge	0
gap between HOMO and LUMO	6.95	eV

Atoms and positions in Å:
C  0.760  -0.579  -0.054
C  0.356  0.743  0.179
C  -1.350  -0.645  -0.117
H  0.830  1.671  0.070
H  -1.742  1.624  0.027
H  -2.488  -0.999  -0.161
N  1.995  -1.172  0.273
N  -0.995  0.798  -0.015
N  -0.482  -1.456  -0.076
S  3.117  0.015  -0.127

Results of the Mulliken charge analysis, in e, for atoms 1 through 5: C 0.462; C -0.377; C -0.163; H 0.387; H 0.290

=====

*b*
Here is the molecule C3H3N3S from the OMol25 dataset. Energies are from ωB97M-V with the def2-TZVPD basis set.

lowest unoccupied orbital energy	-1.4	eV
net charge	0
SMILES string	SN=C1N=CC=N1
gap between HOMO and LUMO	7.67	eV

Atoms and positions in Å:
S  -0.260  2.707  0.492
N  -0.538  1.503  -0.684
C  -0.235  0.343  -0.330
N  -0.116  0.020  1.045
C  0.311  -1.270  0.882
C  0.529  -1.665  -0.603
N  -0.008  -0.693  -1.343
H  -0.947  3.705  -0.180
H  0.533  -1.978  1.747
H  0.730  -2.673  -1.027

Results of the Mulliken charge analysis, in e, for atoms 1 through 5: S -0.076; N -0.332; C 0.576; N -0.487; C -0.034

=====

*c*
Here is the molecule C3H3N3S from the OMol25 dataset. Energies are from ωB97M-V with the def2-TZVPD basis set.

lowest unoccupied orbital energy	-2.0	eV
net charge	0
SMILES string	[H]/N=C1\NN=CC1=S
gap between HOMO and LUMO	7.05	eV

Atoms and positions in Å:
H  -1.098  2.442  0.161
N  -0.157  2.010  -0.022
C  -0.086  0.724  -0.101
N  -1.122  -0.089  0.119
N  -0.754  -1.350  0.000
C  0.512  -1.426  -0.045
C  1.114  -0.145  -0.020
S  2.781  0.137  0.026
H  -2.120  0.120  -0.121
H  0.930  -2.424  0.002

Results of the Mulliken charge analysis, in e, for atoms 1 through 5: H 0.236; N -0.584; C 0.318; N 0.142; N -0.595

=====

*d*
Here is the molecule C3H3N3S from the OMol25 dataset. Energies are from ωB97M-V with the def2-TZVPD basis set.

lowest unoccupied orbital energy (alpha / beta)	-1.0 / -1.0	eV
net charge	0
gap between HOMO and LUMO (alpha / beta)	7.66 / 7.66	eV

Atoms and positions in Å:
C  -0.040  0.432  -0.123
C  -0.677  -0.762  0.097
C  -0.329  1.745  -0.494
N  0.943  -0.429  0.208
N  -1.650  -1.486  0.131
N  2.194  -0.450  0.409
S  -1.777  2.479  -0.597
H  2.487  -1.407  0.671
H  -1.728  -2.464  0.345
H  0.578  2.342  -0.647

Results of the Mulliken charge analysis, in e, for atoms 1 through 5: C 0.075; C 0.716; C -0.415; N 0.298; N -0.480

=====

Taking the most stable structure as the zero point, the relative energies in kcal/mol are *a* 29.8; *b* 3.0; *c* 0.0; *d* 57.3.

=====

*a*
Here is the ion C4H6N with charge +1 from the OMol25 dataset. Energies are from ωB97M-V with the def2-TZVPD basis set.

lowest unoccupied orbital energy	-5.9	eV
net charge	+1
gap between HOMO and LUMO	7.34	eV

Atoms and positions in Å:
C  -0.875  0.195  -0.425
C  -2.045  0.293  -0.008
C  1.213  -0.887  -0.053
C  1.001  0.222  0.976
N  0.366  0.238  -0.623
H  -3.041  -0.111  -0.507
H  -2.077  0.858  0.933
H  2.177  -0.924  -0.446
H  0.751  -1.819  0.091
H  1.688  1.018  1.130
H  0.841  0.919  -1.069

Results of the Mulliken charge analysis, in e, for atoms 1 through 5: C 0.543; C -0.514; C -0.033; C -0.525; N -0.117

=====

*b*
Here is the ion C4H6N with charge +1 from the OMol25 dataset. Energies are from ωB97M-V with the def2-TZVPD basis set.

lowest unoccupied orbital energy	-5.1	eV
net charge	+1
SMILES string	C#[N+]/C=C/C
gap between HOMO and LUMO	9.72	eV

Atoms and positions in Å:
C  2.088  -1.892  0.477
N  1.620  -0.912  0.243
C  0.815  0.115  -0.012
C  -0.503  0.176  0.315
C  -1.424  1.082  -0.329
H  2.546  -2.872  0.668
H  1.239  0.873  -0.581
H  -1.076  -0.517  0.805
H  -2.101  1.636  0.392
H  -1.014  1.918  -1.029
H  -2.190  0.394  -0.948

Results of the Mulliken charge analysis, in e, for atoms 1 through 5: C 0.005; N 0.106; C -0.227; C -0.012; C -1.006

=====

*c*
Here is the ion C4H6N with charge +1 from the OMol25 dataset. Energies are from ωB97M-V with the def2-TZVPD basis set.

lowest unoccupied orbital energy	-4.7	eV
net charge	+1
SMILES string	C=[N+]1C=C1C
gap between HOMO and LUMO	10.63	eV

Atoms and positions in Å:
C  -1.912  -0.683  -0.003
N  -0.908  0.106  -0.046
C  -0.339  1.368  0.013
C  0.731  0.645  -0.058
C  1.719  -0.349  -0.041
H  -1.764  -1.665  -0.268
H  -2.884  -0.372  0.228
H  -0.704  2.388  0.332
H  2.554  0.338  -0.269
H  1.588  -1.033  -0.832
H  1.919  -0.743  0.944

Results of the Mulliken charge analysis, in e, for atoms 1 through 5: C -0.122; N -0.200; C -0.280; C 0.530; C -0.838

=====

Taking the most stable structure as the zero point, the relative energies in kcal/mol are *a* 105.1; *b* 0.0; *c* 37.4.

=====

*a*
Here is a structure of composition C6H4 from the OMol25 dataset. Energies are from ωB97M-V with the def2-TZVPD basis set.

lowest unoccupied orbital energy	-0.4	eV
net charge	0
gap between HOMO and LUMO	7.95	eV

Atoms and positions in Å:
C  0.310  -0.306  -0.383
C  0.197  3.437  0.152
C  0.194  2.143  -0.127
C  -0.911  1.127  -0.024
C  -0.480  -0.087  0.876
C  0.567  0.880  -0.923
H  0.314  -1.283  -1.066
H  -1.174  -0.862  0.975
H  0.026  0.053  1.807
H  0.948  1.121  -2.009

Results of the Mulliken charge analysis, in e, for atoms 1 through 5: C -0.068; C -0.402; C 0.266; C -0.427; C -0.381

=====

*b*
Here is a structure of composition C6H4 from the OMol25 dataset. Energies are from ωB97M-V with the def2-TZVPD basis set.

lowest unoccupied orbital energy	0.4	eV
net charge	0
gap between HOMO and LUMO	9.42	eV

Atoms and positions in Å:
C  2.508  -0.257  0.202
C  1.532  -0.406  -0.665
C  0.242  0.212  -0.227
C  -0.913  0.350  0.015
C  -2.268  0.615  0.261
C  -3.527  0.704  0.217
H  3.431  -1.237  0.297
H  2.321  0.594  1.050
H  1.344  -1.203  -1.530
H  -4.670  0.629  0.380

Results of the Mulliken charge analysis, in e, for atoms 1 through 5: C -0.473; C -0.301; C 0.423; C 0.279; C -0.591

=====

*c*
Here is the molecule C6H4 from the OMol25 dataset. Energies are from ωB97M-V with the def2-TZVPD basis set.

lowest unoccupied orbital energy	-1.0	eV
net charge	0
SMILES string	C=C=C=C=C=C
gap between HOMO and LUMO	7.44	eV

Atoms and positions in Å:
C  -0.515  -1.229  2.534
C  -0.235  -1.098  1.193
C  -0.107  -0.108  0.402
C  -0.243  0.413  -0.734
C  -0.306  1.562  -1.322
C  -0.724  2.046  -2.424
H  -0.630  -0.190  2.853
H  -0.980  -2.054  2.936
H  -0.986  1.406  -3.240
H  -0.469  3.026  -2.753

Results of the Mulliken charge analysis, in e, for atoms 1 through 5: C -0.731; C -0.058; C 0.262; C -0.049; C 0.157

=====

Taking the most stable structure as the zero point, the relative energies in kcal/mol are *a* 66.6; *b* 0.0; *c* 15.6.

=====

*a*
Here is a structure of composition C39H31IN8O2Tl from the OMol25 dataset. Energies are from ωB97M-V with the def2-TZVPD basis set.

lowest unoccupied orbital energy	-2.3	eV
net charge	+1
gap between HOMO and LUMO	7.88	eV

Atoms and positions in Å:
Tl  0.272  -0.754  -0.745
O  3.308  0.713  2.568
C  2.553  1.772  2.923
C  3.173  2.764  3.683
C  2.468  3.883  4.074
C  1.126  4.036  3.724
C  0.509  3.053  2.983
C  1.204  1.912  2.564
C  0.523  0.889  1.743
O  1.211  -0.092  1.271
N  -0.764  1.041  1.512
N  -1.273  -0.005  0.759
C  -2.899  -1.340  0.615
C  -2.798  -2.262  -0.562
C  -3.860  -3.101  -0.870
C  -3.750  -3.963  -1.950
C  -2.580  -3.967  -2.690
C  -1.566  -3.100  -2.317
N  -1.676  -2.268  -1.283
H  2.737  0.108  2.056
H  4.211  2.626  3.952
H  2.963  4.644  4.663
H  0.576  4.913  4.037
H  -0.533  3.142  2.709
H  -3.801  -1.587  1.171
H  -4.754  -3.086  -0.261
H  -4.565  -4.629  -2.203
H  -2.446  -4.627  -3.535
H  -0.629  -3.065  -2.861
C  -3.040  0.946  -0.825
N  -2.140  0.638  -1.938
C  -1.627  1.816  -2.621
C  -0.426  2.358  -1.907
N  0.526  1.614  -1.405
C  1.502  2.496  -0.940
C  2.739  2.245  -0.351
C  3.489  3.335  0.032
C  3.031  4.648  -0.165
C  1.819  4.911  -0.770
C  1.072  3.805  -1.159
N  -0.162  3.678  -1.784
C  -2.734  0.181  0.445
N  -1.688  -1.308  1.513
C  -2.176  -0.870  2.803
C  -1.757  -1.463  3.974
C  -2.250  -0.991  5.185
C  -3.141  0.072  5.198
C  -3.559  0.672  4.015
C  -3.071  0.199  2.812
N  -3.420  0.781  1.560
H  -4.088  0.769  -1.084
H  -2.953  2.010  -0.586
H  -2.584  0.019  -2.601
H  -2.377  2.609  -2.734
H  -1.315  1.526  -3.627
H  3.088  1.235  -0.185
H  4.446  3.177  0.510
H  3.648  5.475  0.160
H  1.474  5.923  -0.932
H  -0.756  4.427  -2.096
H  -1.047  -2.280  3.930
H  -1.934  -1.446  6.113
H  -3.520  0.443  6.141
H  -4.254  1.502  4.030
H  -3.275  1.783  1.586
I  1.085  -3.527  0.597
C  1.988  -3.890  -1.257
C  2.514  -5.144  -1.402
C  3.199  -5.506  -2.577
C  3.352  -4.591  -3.570
C  2.817  -3.287  -3.447
C  3.017  -2.362  -4.503
C  2.527  -1.098  -4.432
C  1.781  -0.712  -3.298
C  1.560  -1.573  -2.256
C  2.093  -2.899  -2.280
H  2.419  -5.865  -0.602
H  3.608  -6.503  -2.669
H  3.892  -4.841  -4.475
H  3.582  -2.690  -5.367
H  2.695  -0.390  -5.232
H  1.390  0.296  -3.255

Results of the Mulliken charge analysis, in e, for atoms 1 through 5: Tl 2.722; O -0.794; C 0.319; C -0.625; C -0.387

=====

*b*
Here is a structure of composition C39H31IN8O2Tl from the OMol25 dataset. Energies are from ωB97M-V with the def2-TZVPD basis set.

lowest unoccupied orbital energy	-3.2	eV
net charge	+1
gap between HOMO and LUMO	7.13	eV

Atoms and positions in Å:
Tl  0.102  -0.553  0.070
O  3.244  -3.498  -3.423
C  2.093  -3.451  -4.107
C  1.924  -4.393  -5.126
C  0.773  -4.409  -5.881
C  -0.248  -3.486  -5.649
C  -0.091  -2.559  -4.645
C  1.066  -2.520  -3.854
C  1.137  -1.518  -2.780
O  0.135  -0.770  -2.531
N  2.288  -1.424  -2.100
N  2.146  -0.565  -1.071
C  3.116  0.061  -0.550
C  2.780  1.054  0.479
C  3.745  1.919  0.963
C  3.365  2.926  1.836
C  2.032  3.038  2.196
C  1.128  2.123  1.687
N  1.493  1.146  0.860
H  3.243  -2.766  -2.769
H  2.723  -5.100  -5.300
H  0.665  -5.146  -6.666
H  -1.145  -3.497  -6.252
H  -0.863  -1.827  -4.446
H  4.137  -0.029  -0.907
H  4.768  1.815  0.630
H  4.099  3.625  2.214
H  1.687  3.823  2.853
H  0.077  2.161  1.943
C  -1.550  2.239  -1.183
N  -1.643  0.773  -1.071
C  -2.906  0.346  -0.468
C  -2.812  0.461  1.027
N  -1.681  0.494  1.688
C  -2.041  0.527  3.038
C  -1.246  0.577  4.182
C  -1.889  0.614  5.402
C  -3.290  0.608  5.494
C  -4.089  0.567  4.370
C  -3.433  0.527  3.145
N  -3.896  0.490  1.836
C  -0.148  2.697  -1.412
N  0.354  3.763  -0.859
C  1.656  3.825  -1.340
C  2.663  4.751  -1.072
C  3.895  4.548  -1.660
C  4.131  3.454  -2.511
C  3.138  2.538  -2.803
C  1.901  2.748  -2.201
N  0.714  2.045  -2.250
H  -1.887  2.685  -0.249
H  -2.206  2.598  -1.984
H  -1.541  0.335  -1.983
H  -3.081  -0.700  -0.731
H  -3.758  0.930  -0.835
H  -0.167  0.580  4.111
H  -1.303  0.652  6.311
H  -3.753  0.637  6.471
H  -5.168  0.567  4.443
H  -4.857  0.483  1.539
H  2.473  5.598  -0.427
H  4.696  5.253  -1.479
H  5.106  3.341  -2.966
H  3.312  1.709  -3.478
H  0.551  1.136  -2.679
I  1.332  -1.783  2.814
C  -0.503  -2.814  2.723
C  -0.917  -3.360  3.904
C  -2.016  -4.243  3.931
C  -2.619  -4.602  2.765
C  -2.210  -4.040  1.531
C  -2.827  -4.467  0.327
C  -2.462  -3.939  -0.873
C  -1.520  -2.885  -0.912
C  -0.906  -2.450  0.231
C  -1.174  -3.066  1.488
H  -0.382  -3.149  4.819
H  -2.334  -4.665  4.874
H  -3.420  -5.330  2.758
H  -3.585  -5.238  0.386
H  -2.910  -4.289  -1.794
H  -1.303  -2.415  -1.862

Results of the Mulliken charge analysis, in e, for atoms 1 through 5: Tl 2.136; O -0.662; C 0.481; C -0.724; C -0.336

=====

Taking the most stable structure as the zero point, the relative energies in kcal/mol are *a* 46.0; *b* 0.0.